## A
Entry from OMol25: 2 unconnected molecules or ions with the total composition C3H10N3O (ωB97M-V/def2-TZVPD).

```
17
Properties=species:S:1:pos:R:3
C 1.0290 -0.7921 -0.6086
C 0.3229 0.2132 0.1805
C -2.4026 0.1504 -0.3805
N 2.4964 -0.5698 -0.6850
N -3.1364 -0.2443 0.6035
N 1.3929 1.2623 0.7620
O 0.6010 -1.0896 0.6837
H 0.4248 -1.2797 -1.4151
H -2.2647 -0.6019 -1.2169
H -2.0408 1.0962 -0.4925
H 3.1379 -1.3471 -0.2870
H 2.6482 -0.4580 -1.6968
H -3.4844 0.4932 1.2566
H -3.7269 -1.0924 0.4497
H 0.8528 2.0862 0.9736
H 2.2768 1.1744 0.1960
H 1.8730 0.9990 1.6767
```

Computed properties:
**Kohn-Sham gap**: 7.53 eV
**Total charge**: +1

Results of the Mulliken charge analysis, in e, for atoms 1 through 5: C 0.134; C -0.423; C -0.264; N -0.637; N -0.204

---

## B
Entry from OMol25: 2 unconnected molecules or ions with the total composition C3H10N3O (ωB97M-V/def2-TZVPD).

```
17
Properties=species:S:1:pos:R:3
C -0.7702 -0.3281 1.9102
C -1.1413 -0.6120 0.6648
N -0.1985 -1.0316 -0.3693
N -1.6265 0.1532 2.8895
H 0.2729 -0.3132 2.2175
H -2.1667 -0.5525 0.3263
H -0.5084 -0.7200 -1.2890
H 0.7703 -0.5668 -0.2162
H -0.0778 -2.0443 -0.4151
H -2.5844 -0.1445 2.7566
H -1.3195 -0.1388 3.8084
C 2.0550 0.7221 -1.7849
N 0.9454 1.2788 -2.3210
O 2.1410 0.2287 -0.6668
H 2.9216 0.7569 -2.4574
H 0.3063 1.8109 -1.7487
H 0.9811 1.5012 -3.3049
```

Computed properties:
**Kohn-Sham gap**: 9.99 eV
**Total charge**: +1

Results of the Mulliken charge analysis, in e, for atoms 1 through 5: C -0.088; C -0.400; N -0.250; N -0.485; H 0.301

---

The most stable arrangement is B, and the next structure is 439.7 kJ/mol less stable.

---

## A
Entry from OMol25: 2 unconnected molecules or ions with the total composition C2H9N2 (ωB97M-V/def2-TZVPD).

```
13
Properties=species:S:1:pos:R:3
N -1.3728 0.6034 1.6072
H -1.4842 -0.1716 2.4388
H -2.3820 0.8263 1.4017
H -0.8406 0.1241 0.7711
H -0.9175 1.5168 1.7605
C 1.3425 0.7619 -0.8074
C 0.4711 -0.2047 -1.1948
N 0.0559 -1.2012 -0.2649
H 1.7254 0.9318 0.2255
H 1.7376 1.4517 -1.5880
H 0.2892 -0.4043 -2.2231
H -0.5253 -1.9794 -0.5418
H 0.7333 -1.4538 0.3727
```

Computed properties:
**Kohn-Sham gap**: 8.85 eV
**Total charge**: +1

Results of the Mulliken charge analysis, in e, for atoms 1 through 5: N -0.551; H 0.438; H 0.404; H 0.325; H 0.397

---

## B
Entry from OMol25: a gas-phase ion, C2H9N2 (charge +1) (ωB97M-V/def2-TZVPD).

```
13
Properties=species:S:1:pos:R:3
C 0.3678 -0.4822 -0.6158
N -0.6300 -1.2897 -1.3424
C -0.4171 0.5465 0.2037
N 0.3292 0.9412 1.4689
H 1.1458 -0.1845 -1.3305
H 0.9199 -1.1444 0.0722
H -0.9856 -0.7427 -2.1091
H -0.1695 -2.1296 -1.6540
H -1.3249 0.0244 0.4983
H -0.6898 1.4073 -0.4025
H -0.3741 1.1996 2.1643
H 0.8840 0.1210 1.7199
H 0.9444 1.7332 1.3270
```

Computed properties:
**Kohn-Sham gap**: 9.79 eV
**SMILES**: NCC[NH3+]
**Total charge**: +1

Results of the Mulliken charge analysis, in e, for atoms 1 through 5: C -0.542; N -0.613; C -0.507; N -0.271; H 0.340

---

The most stable arrangement is B, and the next structure is 55.2 kJ/mol less stable.

---

## A
Entry from OMol25: C5H9B in the gas phase (ωB97M-V/def2-TZVPD).

```
15
Properties=species:S:1:pos:R:3
B 0.7188 0.1774 -0.3536
C -1.4320 0.9059 -0.2140
C -0.3295 1.5498 -0.4101
C -1.5892 -0.5885 0.1662
C -0.2315 -1.2619 -0.1047
C 2.2054 0.1901 0.1598
H -2.4438 1.2914 -0.0898
H -0.3007 2.6444 -0.6747
H -2.4345 -1.0093 -0.3502
H -1.7251 -0.5678 1.2912
H 0.0698 -1.9513 0.7003
H -0.3012 -2.0142 -0.9556
H 2.2524 -0.5245 0.9435
H 2.5747 1.1645 0.4264
H 2.9664 -0.0060 -0.5346
```

Computed properties:
**Kohn-Sham gap**: 10.66 eV
**SMILES**: CB1C=CCC1
**Total charge**: 0

Results of the Mulliken charge analysis, in e, for atoms 1 through 5: B 0.131; C -0.262; C -0.520; C -0.461; C -0.768

---

## B
Entry from OMol25: C5H9B in the gas phase (ωB97M-V/def2-TZVPD).

```
15
Properties=species:S:1:pos:R:3
B 0.8562 0.4012 0.3807
C -0.5375 -0.0068 0.6428
C -1.0102 -0.6858 -0.5800
C -0.2643 1.4762 0.6044
C -1.9825 -1.5856 -0.4450
C 2.2731 0.2188 -0.2323
H -1.0706 -0.2212 1.5986
H -0.5324 -0.3879 -1.4260
H -0.4427 2.0567 -0.3578
H -0.3208 2.0316 1.4598
H -2.5011 -1.8251 0.5254
H -2.3083 -2.1941 -1.2528
H 3.0113 0.4762 0.5834
H 2.3479 1.0346 -0.8820
H 2.4819 -0.7889 -0.6194
```

Computed properties:
**Kohn-Sham gap**: 9.23 eV
**SMILES**: C=C[C@@H]1CB1C
**Total charge**: 0

Results of the Mulliken charge analysis, in e, for atoms 1 through 5: B 0.135; C 0.111; C -0.103; C -0.955; C -0.839

---

## C
Entry from OMol25: C5H9B in the gas phase (ωB97M-V/def2-TZVPD).

```
15
Properties=species:S:1:pos:R:3
B -0.6199 -0.0838 0.0052
C 1.4276 -1.0905 -0.0811
C 0.1915 -1.6033 -0.0908
C 1.5809 0.4035 -0.0796
C 0.3831 1.4524 0.2111
C -2.2189 0.0075 -0.0596
H 2.2356 -1.8181 0.0920
H -0.0156 -2.6338 -0.2949
H 1.7803 0.7087 -1.0265
H 2.4025 0.7420 0.6359
H 0.4006 1.8656 1.1981
H 0.2738 2.1326 -0.5790
H -2.3867 0.7628 0.7006
H -2.6271 -0.8792 0.4490
H -2.8079 0.0335 -1.0803
```

Computed properties:
**Kohn-Sham gap**: 9.73 eV
**SMILES**: CB1C=CCC1
**Total charge**: 0

Results of the Mulliken charge analysis, in e, for atoms 1 through 5: B 0.181; C -0.372; C -0.517; C -0.356; C -0.941

---

The most stable arrangement is A, and the next structure is 87.8 kJ/mol less stable.

---

## A
Entry from OMol25: 14 unconnected molecules or ions with the total composition H28O14 (ωB97M-V/def2-TZVPD).

```
42
Properties=species:S:1:pos:R:3
O -1.4470 -0.3832 4.3791
H -2.1511 -0.2595 5.0242
H -1.7634 -0.2219 3.4838
O 1.1654 2.6737 1.0458
H 1.4957 2.2337 0.2430
H 1.1554 1.8432 1.5501
O 1.0159 -2.8321 -0.4187
H 1.5706 -2.0632 -0.6165
H 0.8230 -3.0430 -1.3492
O -2.4643 4.5849 0.3024
H -3.3296 4.4101 -0.0788
H -1.8970 5.1271 -0.2449
O -1.3152 -1.2693 1.0490
H -2.0167 -1.9135 1.2775
H -0.6328 -1.7287 0.5488
O 3.2073 -2.1487 -2.4230
H 2.7143 -1.4125 -2.0593
H 3.7418 -1.8962 -3.1781
O 0.3825 -0.3831 -4.6451
H -0.5602 -0.1963 -4.6140
H 0.4652 -1.3181 -4.8543
O -3.3078 -2.9576 1.7072
H -3.2536 -3.2555 2.6182
H -3.4397 -3.6929 1.1050
O 2.1999 -1.3546 1.8843
H 1.2629 -1.3492 1.6457
H 2.3067 -2.2464 2.2381
O 0.6340 1.2065 -2.3136
H -0.3299 1.1689 -2.2882
H 1.0159 0.6226 -2.9680
O -2.6674 0.5793 -0.3373
H -2.3003 -0.2642 -0.0085
H -2.2229 1.1866 0.2660
O 2.8717 3.9552 -0.4429
H 2.1461 4.2156 -1.0362
H 2.5009 4.2173 0.4082
O -0.5605 -2.9535 -3.0572
H -1.4249 -3.3536 -2.8832
H -0.1246 -3.7419 -3.4183
O 1.3579 2.5506 4.4154
H 0.8905 3.1758 3.8585
H 2.2857 2.4873 4.1851
```

Computed properties:
**Kohn-Sham gap**: 10.26 eV
**Total charge**: 0

Results of the Mulliken charge analysis, in e, for atoms 1 through 5: O -0.624; H 0.300; H 0.318; O -0.646; H 0.351

---

## B
Entry from OMol25: 14 unconnected molecules or ions with the total composition H28O14 (ωB97M-V/def2-TZVPD).

```
42
Properties=species:S:1:pos:R:3
O 3.1471 -3.3331 0.6713
H 3.2977 -4.0029 -0.0030
H 2.7867 -2.5834 0.1837
O -2.8170 -2.0341 2.4440
H -2.4615 -1.1456 2.3817
H -2.6044 -2.3528 3.3263
O -0.3391 0.3281 -0.6647
H -0.7490 0.6243 -1.4699
H 0.5942 0.5152 -0.6577
O 2.3897 -0.1316 -5.0861
H 2.2379 -0.1519 -4.1239
H 1.8704 0.6624 -5.2727
O -1.2522 3.6454 -1.1617
H -0.9108 3.1353 -0.4333
H -1.6878 2.9487 -1.6576
O -3.9466 2.1788 -1.4566
H -3.8300 2.0376 -2.4010
H -4.8361 2.5265 -1.3377
O 2.3740 -1.1871 -2.5592
H 2.8048 -1.9650 -2.1985
H 1.6719 -1.6326 -3.0702
O 4.2678 1.3447 0.2179
H 4.8463 1.7331 -0.4431
H 4.6647 1.5554 1.0653
O 0.1292 -2.4673 -2.5192
H 0.3737 -3.3941 -2.4519
H -0.1126 -2.2950 -1.5997
O -0.6292 -4.4018 1.1665
H -1.3801 -3.8025 1.0512
H 0.0883 -3.8519 0.8295
O 3.1592 0.7560 2.9830
H 3.0343 -0.1411 2.6540
H 2.3185 0.9388 3.4181
O -3.4378 1.3229 0.9769
H -4.3801 1.1573 1.0800
H -3.3898 1.7647 0.1022
O -1.7537 1.1249 3.7319
H -2.0860 0.6478 2.9711
H -2.0073 2.0394 3.6251
O -0.9840 2.6306 1.4928
H -0.7624 3.5177 1.7988
H -1.9170 2.6750 1.2253
```

Computed properties:
**Kohn-Sham gap**: 10.49 eV
**Total charge**: 0

Results of the Mulliken charge analysis, in e, for atoms 1 through 5: O -0.624; H 0.311; H 0.306; O -0.615; H 0.306

---

The most stable arrangement is A, and the next structure is 32.8 kJ/mol less stable.

---

## A
Entry from OMol25: 3 unconnected molecules or ions with the total composition C3H12N2O2 (ωB97M-V/def2-TZVPD).

```
19
Properties=species:S:1:pos:R:3
C -0.5742 1.9626 -0.5151
C -1.3373 0.6309 -0.5239
N -0.6497 -0.2947 0.4021
C -0.5212 -1.6045 0.0589
N 0.5106 -2.2834 0.4414
H -0.5700 2.4730 -1.4774
H -0.8903 2.6992 0.2153
H 0.4774 1.7374 -0.3494
H -1.1227 0.1864 -1.4917
H -2.3831 0.6715 -0.2410
H -0.1957 -0.1679 1.3066
H -1.3069 -1.9921 -0.6027
H 0.3433 -3.2695 0.2240
H 1.8241 -0.1577 2.2042
H 1.0939 -0.4367 3.4318
O 1.1123 0.2195 2.7239
H 1.2060 -0.7308 -2.3657
H 1.4809 0.1833 -1.2425
O 1.5025 0.1734 -2.1987
```

Computed properties:
**Kohn-Sham gap**: 9.66 eV
**SMILES**: [H]/N=C/NCC.O.O
**Total charge**: 0

Results of the Mulliken charge analysis, in e, for atoms 1 through 5: C -1.037; C -0.442; N -0.119; C -0.235; N -0.599

---

## B
Entry from OMol25: a molecular structure, C3H12N2O2 (ωB97M-V/def2-TZVPD).

```
19
Properties=species:S:1:pos:R:3
C 1.4499 0.0983 0.2604
C 2.9235 -0.2134 0.3658
O 0.9380 0.9421 1.1842
O 0.6653 -1.1539 0.7789
H 0.4650 -0.2137 1.5509
H -0.1893 -1.2034 0.2365
H 1.1254 0.2726 -0.7784
H 3.2119 -1.0106 -0.3200
H 3.4864 0.6917 0.1320
H 3.1619 -0.5101 1.3873
C -1.9450 0.4211 -0.9187
N -1.9585 1.1494 0.3274
N -1.6771 -1.0041 -0.6203
H -2.4467 2.0301 0.2402
H -2.4041 -1.3450 0.0034
H -1.7077 -1.5621 -1.4690
H -1.0148 1.3161 0.6800
H -2.9156 0.5548 -1.4114
H -1.1685 0.7402 -1.6294
```

Computed properties:
**Kohn-Sham gap**: 10.05 eV
**Total charge**: 0

Results of the Mulliken charge analysis, in e, for atoms 1 through 5: C 0.570; C -1.298; O -0.783; O -0.592; H 0.513

---

The most stable arrangement is A, and the next structure is 89.4 kJ/mol less stable.

---

## A
Entry from OMol25: 3 unconnected molecules or ions with the total composition C3H12N2O2 (ωB97M-V/def2-TZVPD).

```
19
Properties=species:S:1:pos:R:3
C -2.4596 -0.1365 -0.7361
C 2.1615 -1.0340 -0.7804
N 2.0204 0.3769 -0.9158
N 0.9101 0.7770 -1.3192
O -1.1999 -0.7528 -0.6473
H -0.4739 -0.1396 -1.0344
H 0.9216 1.8024 -1.4154
H -2.4753 0.8318 -0.2225
H -3.1847 -0.7977 -0.2616
H -2.7536 0.0182 -1.7793
H 2.3012 -1.2196 0.2835
H 3.0802 -1.3246 -1.2920
H 1.2994 -1.6104 -1.1263
C 0.0064 0.8258 2.0898
O 0.3815 -0.4181 1.5653
H -0.2829 -0.6858 0.8684
H 0.7484 1.1042 2.8394
H -0.0226 1.6011 1.3137
H -0.9784 0.7815 2.5702
```

Computed properties:
**Kohn-Sham gap**: 10.20 eV
**SMILES**: [H]/N=N/C.CO.CO
**Total charge**: 0

Results of the Mulliken charge analysis, in e, for atoms 1 through 5: C -0.631; C -0.535; N -0.270; N -0.262; O -0.545

---

## B
Entry from OMol25: 3 unconnected molecules or ions with the total composition C3H12N2O2 (ωB97M-V/def2-TZVPD).

```
19
Properties=species:S:1:pos:R:3
C 0.0670 0.4277 2.5869
C 0.1842 0.2882 1.1039
C 0.2630 1.2804 0.1782
N 1.2156 1.1752 -0.8220
N -0.3209 -0.9771 0.6889
H 1.0152 0.6448 3.2114
H -0.5048 1.2878 3.0048
H -0.4634 -0.3789 3.0684
H 0.0190 2.2639 0.4604
H 1.0562 0.8587 -1.8416
H 2.2371 1.2519 -0.4882
H 0.1839 -1.6468 1.2482
H 0.1755 -1.1348 -0.2648
H 1.4457 -0.1466 -4.1436
H -0.0244 0.0509 -3.9899
O 0.8489 0.5469 -3.7941
H -1.6449 -1.7189 -0.0483
H -3.2402 -1.9802 0.2324
O -2.5125 -2.0931 -0.3907
```

Computed properties:
**Kohn-Sham gap**: 8.49 eV
**SMILES**: C/C(N)=C/N.O.O
**Total charge**: 0

Results of the Mulliken charge analysis, in e, for atoms 1 through 5: C -1.228; C 0.568; C -0.565; N -0.407; N -0.689

---

The most stable arrangement is A, and the next structure is 60.1 kJ/mol less stable.